# 1
3 unconnected molecules or ions with the total composition C17H24NO3 in a non-equilibrium geometry. Source: the OMol25 dataset; level of theory: wB97M-V/def2-TZVPD.

Structure (XYZ):
```
45
Properties=species:S:1:pos:R:3:forces:R:3
O -3.04542 1.74720 2.32281 -4.1 3.5 0.4
O -2.48661 0.59192 1.98816 3.7 -2.7 -2.6
C -1.19811 0.90992 1.35045 1.5 -0.2 0.7
C -1.03787 0.29808 -0.16144 -1.7 -1.1 1.2
C -2.40874 0.28777 -1.05962 -0.2 -0.5 -1.2
O -2.41937 1.31975 -2.14097 1.1 0.2 2.0
C -1.96917 2.62746 -1.60506 -0.6 -1.1 0.5
C -0.36227 2.48132 -1.29831 -0.6 2.5 -1.4
N 0.05906 1.07563 -0.85468 0.4 0.3 0.6
H -4.00910 1.64635 2.01259 1.9 0.3 0.7
H -0.98032 2.07484 1.39581 -0.9 -2.4 -0.2
H -0.36095 0.39618 2.02900 -1.8 1.0 -1.4
H -0.67817 -0.81118 -0.06086 -0.6 2.2 -0.2
H -3.39954 0.41288 -0.45026 2.2 -0.3 -0.7
H -2.42883 -0.75710 -1.63239 -0.1 2.4 1.2
H -2.19161 3.44587 -2.42392 0.7 -1.7 1.8
H -2.62768 2.81892 -0.62949 1.7 0.0 -1.9
H 0.20321 2.67940 -2.31717 -1.0 -0.3 2.3
H -0.07395 3.30853 -0.49320 -0.3 -2.1 -1.7
H 0.46995 0.51205 -1.64623 -0.5 0.9 0.8
H 0.83453 1.22950 -0.15133 -0.8 -0.5 -1.0
C 4.40182 -0.78145 -3.35566 0.0 0.1 0.0
C 5.26871 0.24493 -3.72956 -0.2 0.0 0.0
C 4.75734 1.45396 -4.20025 -0.2 -0.1 0.1
C 3.37743 1.64025 -4.28776 0.1 0.0 0.1
C 2.51051 0.61514 -3.91028 0.2 0.0 0.2
C 3.02208 -0.59724 -3.44836 0.1 0.1 0.1
H 4.80079 -1.72479 -2.99210 -0.1 0.1 -0.1
H 6.34385 0.10215 -3.65484 -0.2 0.0 0.0
H 5.43316 2.25109 -4.49785 -0.1 -0.1 0.0
H 2.97865 2.58414 -4.64992 0.1 -0.1 0.0
H 1.43515 0.76107 -3.97700 0.0 0.0 -0.2
H 2.34648 -1.39760 -3.15959 0.1 0.0 -0.1
C -1.68060 -3.90269 3.52557 0.1 0.1 0.1
C -2.17875 -2.64888 3.17261 0.2 0.0 0.1
C -1.88286 -1.53411 3.95655 0.1 0.0 0.2
C -1.07980 -1.67172 5.08910 0.0 -0.2 -0.1
C -0.57857 -2.92495 5.43991 -0.1 0.0 -0.1
C -0.88215 -4.04132 4.66113 -0.1 0.2 -0.1
H -1.91423 -4.77183 2.91627 0.0 0.1 0.1
H -2.79883 -2.54057 2.28624 0.0 0.0 0.1
H -2.27669 -0.55847 3.68502 0.1 -0.4 0.2
H -0.84507 -0.80225 5.69741 -0.1 -0.1 -0.1
H 0.04858 -3.03172 6.32163 -0.1 0.0 -0.1
H -0.49604 -5.01843 4.93782 -0.1 0.1 0.0
```
Forces are in eV/Å.

Results
LUMO energy ... -3.260 eV
HOMO energy ... -11.387 eV
Frontier orbital gap ... 8.127 eV
Relative energy (zero: lowest compared OMol25 entry of this formula, charge and spin) ... 7.244 eV
Charge ... +1

# 2
A molecular structure, C17H25AsClIN3O3V in a non-equilibrium geometry. Source: the OMol25 dataset; level of theory: wB97M-V/def2-TZVPD.

Structure (XYZ):
```
52
Properties=species:S:1:pos:R:3:forces:R:3
V 0.06535 1.06292 -0.75153 0.2 -0.8 -0.3
C 4.48637 1.69381 -1.14485 0.4 -0.4 0.0
O 3.56748 2.82567 -1.25154 -0.3 -0.1 0.0
C 2.30829 2.66510 -1.13608 0.6 0.9 -0.1
O 1.73112 1.54492 -0.88038 3.7 0.9 -0.5
N 1.56455 3.75405 -1.28639 -0.1 0.0 0.0
N 0.16749 3.62661 -1.22454 0.1 -0.4 -0.1
H 5.47777 2.13095 -1.15538 0.0 0.1 0.0
H 4.36094 1.03846 -2.00368 -0.1 0.1 0.0
H 4.32165 1.15552 -0.21468 -0.1 0.1 0.0
H 2.01776 4.63632 -1.50167 0.0 0.1 0.0
H -0.23625 3.90658 -2.11698 0.0 0.0 -0.1
H -0.20214 4.26206 -0.52098 0.0 0.0 0.1
Cl -3.86053 1.68643 4.68288 0.0 0.0 0.1
C -3.24053 1.48180 3.12081 0.0 0.0 -0.4
C -4.09512 1.38686 2.03994 -0.1 0.1 0.4
C -3.62714 1.23161 0.72610 0.3 -0.2 -1.1
I -4.90838 1.03247 -0.90693 0.2 0.1 0.4
C -2.26112 1.17632 0.51867 -0.9 0.2 1.9
O -1.55695 1.01467 -0.61067 -3.7 0.3 -0.6
C -1.37719 1.24401 1.61110 -0.2 -0.1 -0.2
N -0.05927 1.11471 1.24869 -0.2 0.1 0.5
C 0.85562 1.11946 2.22630 0.1 0.0 0.1
C 0.49984 1.26677 3.56093 -0.1 0.0 0.1
C -0.82986 1.41172 3.92375 0.1 0.0 0.0
C -1.82113 1.39467 2.93067 0.1 0.0 -0.1
H -5.16272 1.42635 2.21367 0.0 0.0 0.0
H 1.89522 1.00034 1.94884 0.0 0.0 -0.1
H 1.27289 1.26251 4.31634 0.0 0.0 0.0
H -1.10042 1.52836 4.96617 0.0 0.0 0.0
C 2.42105 -2.11871 0.11745 -0.1 0.0 -0.1
C 1.62123 -2.34911 -1.16657 0.0 0.3 0.3
As -0.06375 -1.35865 -1.09199 0.1 -1.4 -0.2
C -1.02269 -1.62718 -2.79039 0.1 0.0 0.1
C -0.87146 -3.05063 -3.32742 0.0 0.0 0.0
C -1.11187 -2.13822 0.37551 0.1 0.0 -0.1
C -1.14384 -3.66548 0.37329 0.0 0.0 -0.1
H 3.37762 -2.63540 0.06207 0.0 0.0 0.0
H 1.88814 -2.50264 0.98826 0.0 0.0 0.0
H 2.61653 -1.05288 0.26573 0.1 0.0 0.1
H 1.36227 -3.39977 -1.29242 -0.1 0.0 -0.1
H 2.16997 -2.02906 -2.05202 -0.1 0.0 0.0
H -0.61770 -0.90802 -3.50569 0.0 0.0 0.0
H -2.06699 -1.37265 -2.60279 0.0 0.1 0.0
H 0.16574 -3.28748 -3.55899 0.0 0.0 0.0
H -1.44231 -3.14155 -4.25090 0.0 0.0 0.0
H -1.25870 -3.79050 -2.63061 0.0 0.0 0.0
H -2.11908 -1.72605 0.28803 0.0 0.1 0.0
H -0.66785 -1.76484 1.30029 0.0 0.0 0.0
H -1.67553 -4.05833 -0.49033 0.0 0.0 0.0
H -1.67126 -4.00948 1.26234 0.0 0.0 0.0
H -0.14315 -4.09542 0.39856 0.0 0.0 0.0
```
Forces are in eV/Å.

Results
LUMO energy (spin up / spin down) ... -11.312 / -10.743 eV
HOMO energy (spin up / spin down) ... -17.353 / -17.339 eV
Frontier orbital gap (spin up / spin down) ... 6.041 / 6.596 eV
Spin multiplicity ... 2
Charge ... +3

# 3
2 unconnected molecules or ions with the total composition C17H25ClN2O4PS in a non-equilibrium geometry. Source: the OMol25 dataset; level of theory: wB97M-V/def2-TZVPD.

Structure (XYZ):
```
51
Properties=species:S:1:pos:R:3:forces:R:3
C 2.97668 0.70195 -0.55197 0.7 -0.7 0.1
C 2.18252 -0.56303 -0.20846 -0.1 0.0 0.5
O 2.16665 -1.47656 -1.32024 0.1 0.0 -0.1
C 0.77062 -0.30745 0.37886 0.2 0.1 -0.4
C 0.07287 0.99786 0.01192 0.6 -1.2 0.4
C -0.20653 1.82789 1.07302 0.3 -0.1 0.9
C -0.86968 2.98380 0.82897 -0.2 1.4 0.8
C -1.25051 3.33387 -0.44066 -0.3 1.6 0.3
C -0.95793 2.55413 -1.50865 -0.2 0.6 -0.9
C -0.29372 1.38023 -1.27004 0.4 -1.3 -0.8
P 0.01202 0.36531 -2.76989 -0.9 1.2 -1.3
S -0.74565 1.12738 -4.39847 0.1 -0.1 0.2
C -2.00084 4.65021 -0.34716 -0.4 0.1 -0.7
O -2.21620 5.48708 -1.18708 0.0 -1.1 0.6
N -2.38306 4.74937 1.02683 0.4 0.4 0.5
C -3.72258 4.26343 1.44161 -0.6 0.1 -0.2
C -4.59058 3.69017 0.31788 -0.5 -0.5 0.2
C -4.32440 2.19656 0.03140 -0.1 0.2 0.3
Cl -4.33135 1.79676 -1.70804 0.2 0.0 0.1
C -1.35405 4.08199 1.76918 0.0 -0.2 0.3
O -1.00897 4.36647 2.88781 -0.3 -0.7 -0.9
H 4.01173 0.52382 -0.25249 0.0 0.1 0.0
H 2.65300 1.58759 -0.01145 -0.2 0.0 -0.1
H 3.02517 0.85716 -1.62670 -0.3 0.3 0.0
H 2.74558 -1.08222 0.57213 -0.1 0.0 0.1
H 1.28697 -1.85656 -1.38488 -0.1 0.0 0.0
H 0.11497 -1.16235 0.16874 0.1 0.0 -0.1
H 0.89650 -0.31371 1.46107 -0.1 0.1 0.0
H 0.05834 1.56448 2.08792 0.1 -0.1 0.0
H -1.25797 2.87283 -2.49757 0.1 -0.2 -0.2
H 1.40009 0.27427 -2.90298 -0.1 -0.5 0.4
H -0.60028 -0.88984 -2.55488 0.7 -0.1 0.5
H -4.29793 5.03430 1.95140 0.3 0.2 0.0
H -3.57030 3.45919 2.17016 0.0 0.1 0.1
H -5.61789 3.72439 0.68572 0.0 0.2 0.0
H -4.59949 4.28615 -0.59339 0.3 0.0 0.0
H -3.40125 1.86792 0.50600 0.2 0.0 -0.4
H -5.10504 1.59133 0.48560 -0.1 0.0 -0.1
C 1.88818 -5.96322 2.22154 0.0 -0.2 -0.3
C 2.44220 -4.92969 1.30628 -0.5 0.8 0.7
O 2.23992 -3.76330 1.32487 -0.1 -0.1 -0.1
N 3.43751 -5.35935 0.25000 0.1 0.1 -0.3
C 2.86458 -5.25441 -1.14261 -0.1 -0.2 -0.1
H 1.13146 -5.50431 2.84982 0.0 0.1 0.0
H 1.43282 -6.77508 1.64907 0.1 -0.1 0.1
H 2.68646 -6.36473 2.85044 0.0 -0.1 0.0
H 3.80987 -6.29139 0.43784 0.2 0.1 -0.1
H 4.17040 -4.64610 0.30844 0.2 -0.3 0.1
H 2.05096 -5.96871 -1.23775 0.0 0.0 0.0
H 3.65831 -5.49139 -1.84537 0.0 0.0 0.0
H 2.51988 -4.23450 -1.29376 0.0 0.0 0.1
```
Forces are in eV/Å.

Results
LUMO energy ... -4.180 eV
HOMO energy ... -10.455 eV
Frontier orbital gap ... 6.275 eV
Charge ... +1

# 4
A molecular structure, C17H25CrN3O3S. Source: the OMol25 dataset; level of theory: wB97M-V/def2-TZVPD.

Structure (XYZ):
```
50
Properties=species:S:1:pos:R:3:forces:R:3
Cr -0.04891 0.50992 -0.19621 -0.3 -0.3 -0.3
C -1.04593 2.48152 -0.97317 0.0 0.0 0.1
C -0.80065 2.65766 0.41247 0.1 0.0 0.0
C -1.57214 1.68793 1.10471 0.1 0.0 0.0
C -2.38425 0.99193 0.15693 0.1 0.0 0.0
C -2.05103 1.47332 -1.11910 0.0 0.0 0.0
C -2.61538 1.03649 -2.43623 0.0 0.0 0.0
C -3.32356 -0.12599 0.49643 0.0 0.0 0.0
C -1.61246 1.50209 2.59158 0.0 0.0 0.1
C 0.12145 3.65072 1.05782 0.0 0.1 0.0
C -0.47653 3.28411 -2.10566 0.0 0.0 0.0
H -1.82652 0.83481 -3.16341 0.0 0.0 0.0
H -3.27544 1.80010 -2.86270 0.0 0.0 0.0
H -3.18940 0.11503 -2.33917 0.0 0.0 0.0
H -2.85740 -0.85232 1.16750 0.0 0.0 0.0
H -3.62837 -0.67498 -0.39483 0.0 0.0 0.0
H -4.23182 0.23795 0.98887 0.0 0.0 0.0
H -2.39344 2.11264 3.05970 0.0 0.0 0.0
H -0.66109 1.77525 3.05168 0.0 0.0 0.0
H -1.80832 0.46057 2.85375 0.0 0.0 0.0
H 0.99339 3.17593 1.51180 0.0 0.0 0.0
H -0.39616 4.21767 1.83811 0.0 0.0 0.0
H 0.49493 4.37158 0.32948 0.0 0.0 0.0
H -0.12855 2.64402 -2.92010 0.0 0.0 0.0
H 0.37858 3.87847 -1.78253 0.0 0.0 0.0
H -1.21737 3.96947 -2.53264 0.0 0.0 0.0
C 4.00134 -1.44268 1.58079 -0.1 0.0 0.0
O 3.46202 -0.12754 1.55077 0.0 -0.1 0.1
C 3.01677 0.38682 0.39279 -0.2 0.3 0.1
O 2.33938 1.39021 0.42744 0.2 0.0 -0.2
N 3.47068 -0.25071 -0.74349 0.0 -0.1 0.0
N 3.10650 0.34077 -1.97120 0.0 0.0 0.0
H 4.35284 -1.59506 2.59771 0.0 0.0 0.0
H 4.83829 -1.55114 0.88798 0.0 0.0 0.0
H 3.21266 -2.16708 1.36467 0.0 0.0 0.0
H 3.35044 -1.25703 -0.70388 0.0 0.0 0.0
H 2.22820 -0.08194 -2.28155 0.1 0.0 0.0
H 3.83766 0.11753 -2.63368 0.0 0.0 0.0
O 0.55554 -0.98055 0.94578 0.1 0.0 0.0
N -0.00681 -2.16970 0.53493 -0.1 0.0 0.1
C -0.06785 -3.16661 1.50822 0.1 0.0 -0.1
C -0.30680 -4.46417 1.15064 0.0 0.0 0.1
C -0.44285 -4.82717 -0.19474 0.0 0.1 -0.1
C -0.26648 -3.80066 -1.17075 0.0 0.0 0.0
C -0.01916 -2.50332 -0.81633 0.1 0.0 0.0
S 0.20689 -1.18795 -1.96640 -0.1 0.0 0.1
H 0.04531 -2.80781 2.51935 0.0 0.0 0.0
H -0.39089 -5.20077 1.94146 0.0 0.0 0.0
H -0.62918 -5.85043 -0.48770 0.0 0.0 0.0
H -0.33819 -4.01894 -2.22786 0.0 0.0 0.0
```
Forces are in eV/Å.

Results
LUMO energy (spin up / spin down) ... 3.091 / 3.046 eV
HOMO energy (spin up / spin down) ... -1.427 / -4.307 eV
Frontier orbital gap (spin up / spin down) ... 4.518 / 7.353 eV
Spin multiplicity ... 6
Relative energy (zero: lowest compared OMol25 entry of this formula, charge and spin) ... 0.267 eV
Charge ... -1